# 1
# C3H10N4

The ion C3H10N4 with charge +2 in a non-equilibrium geometry (the ωB97M-V functional and the def2-TZVPD basis, the Open Molecules 2025 dataset).

Geometry (Å):
C  2.022  0.882  0.279
N  0.688  0.832  -0.188
C  0.013  -0.845  -0.095
N  0.817  -1.833  -0.111
N  -1.308  -0.778  -0.166
C  -1.845  0.348  0.340
N  -2.991  0.793  -0.059
H  2.159  0.180  1.062
H  2.768  0.699  -0.544
H  2.231  1.878  0.727
H  0.822  0.898  -1.170
H  1.762  -1.680  -0.220
H  0.345  -2.726  -0.136
H  -1.796  -1.480  -0.598
H  -1.351  0.882  1.119
H  -3.297  1.773  0.170
H  -3.335  0.471  -0.988

Values from the calculation:
Frontier orbital gap   0.340 Eh
LUMO level   -9.63 eV
Total energy   -338.6034 hartree
Net charge   +2
Largest force on an atom   6.80 eV Å⁻¹
ΔE to the lowest compared entry with this formula, charge and spin   3.0386 eV

Now the Mulliken charges, all in e:
1 C -1.00
2 N -0.35
3 C 0.56
4 N -0.17
5 N -0.17
6 C 0.19
7 N -0.27
8 H 0.42
9 H 0.37
10 H 0.29
11 H 0.31
12 H 0.26
13 H 0.27
14 H 0.22
15 H 0.41
16 H 0.36
17 H 0.31

# 2
# C3H10N4O

A cluster of 2 separate species, C3H10N4O in total in a non-equilibrium geometry (the ωB97M-V functional and the def2-TZVPD basis, the Open Molecules 2025 dataset).

Geometry (Å):
C  1.761  0.087  0.166
C  -4.661  -0.557  -0.358
C  -3.493  0.183  -0.247
N  3.009  0.086  0.578
N  0.831  -0.287  1.006
N  3.994  0.512  -0.341
N  -2.490  0.713  -0.204
O  1.627  0.444  -1.113
H  -5.659  -0.220  0.048
H  -4.634  -0.868  -1.390
H  -4.543  -1.492  0.249
H  2.485  0.595  -1.424
H  -1.681  1.221  -0.100
H  3.491  -0.399  1.407
H  1.071  -0.478  1.943
H  4.590  -0.271  -0.714
H  4.411  1.344  -0.135
H  -0.108  -0.612  0.629

Values from the calculation:
Frontier orbital gap   0.403 Eh
LUMO level   -7.17 eV
Total energy   -413.8900 hartree
Net charge   +2
Largest force on an atom   5.94 eV Å⁻¹
ΔE to the lowest compared entry with this formula, charge and spin   0.0010 eV

Now the Mulliken charges, all in e:
1 C 0.58
2 C -0.75
3 C 0.31
4 N -0.03
5 N -0.33
6 N -0.62
7 N 0.12
8 O -0.42
9 H 0.37
10 H 0.31
11 H 0.33
12 H 0.55
13 H 0.31
14 H 0.29
15 H 0.23
16 H 0.28
17 H 0.22
18 H 0.26